{
  "formula": "C3H7N3",
  "method": "ωB97M-V/def2-TZVPD",
  "species": ["C", "N", "C", "N", "C", "N", "H", "H", "H", "H", "H", "H", "H"],
  "positions_angstrom": [[-1.2219, 0.7351, -0.6797], [-0.7811, 0.3856, 0.6882], [0.5106, -0.1595, 0.7497], [0.6153, -1.2318, -0.5719], [1.5437, 0.7674, 0.5321], [2.3768, 1.5275, 0.2947], [-0.5346, 0.2746, -1.3625], [-2.2150, 0.2207, -0.7883], [-1.2978, 1.7133, -0.9885], [-1.4161, -0.1107, 1.1662], [0.7563, -0.7395, 1.6368], [1.6624, -1.5142, -0.5255], [0.0015, -1.8684, -0.1512]],
  "forces_ev_per_angstrom": [[-1.2100, -3.1548, 0.7319], [2.3046, 3.0290, -1.8295], [-0.7632, -2.9325, -2.4980], [3.6765, 2.6568, 2.1988], [1.9828, 2.1534, -0.7066], [-0.3929, -0.4662, 0.2181], [0.0345, -0.3084, -0.4412], [0.7883, 0.6782, -0.3124], [-0.2360, 2.6230, 0.3051], [-2.6236, -2.0468, 1.9789], [-0.5094, 0.0697, 0.1977], [-2.5321, -0.1714, -0.0995], [-0.5195, -2.1300, 0.2566]],
  "energy_ha": -282.69777,
  "homo_lumo_gap_ev": 10.08,
  "e_above_lowest_ev": 2.0811,
  "lumo_ev": 0.601,
  "smiles": "CN[C@@H](N)C#N"
}